(1)
A structure of composition C16H34O3P2PbS, computed with ωB97M-V/def2-TZVPD.

Properties
LUMO level (alpha / beta)   -8.9 / -7.2 eV
Net charge   +2

Last column: Löwdin charge in e.
Positions of all 57 atoms, in Å:
P1 0.15 -2.01 -2.76  0.991
P2 0.23 1.68 -2.33  1.017
C1 -0.22 -0.74 -4.04  -0.323
C2 0.50 0.63 -3.91  -0.278
H1 -1.31 -0.60 -4.07  0.096
H2 0.08 -1.24 -4.99  0.117
H3 1.58 0.51 -4.05  0.091
H4 0.16 1.28 -4.73  0.114
C3 -1.43 2.31 -2.72  -0.178
H5 -1.76 2.96 -1.90  0.078
H6 -2.16 1.49 -2.86  0.065
H7 -1.39 2.91 -3.65  0.078
C4 1.35 3.06 -2.69  -0.173
H8 0.96 3.65 -3.53  0.080
H9 2.34 2.67 -2.95  0.072
H10 1.43 3.70 -1.81  0.067
C5 -1.05 -3.33 -2.99  -0.189
H11 -1.07 -3.95 -2.09  0.065
H12 -0.77 -3.95 -3.85  0.076
H13 -2.05 -2.90 -3.16  0.073
C6 1.82 -2.61 -3.15  -0.180
H14 2.55 -1.78 -3.11  0.068
H15 1.82 -3.06 -4.15  0.080
H16 2.08 -3.38 -2.40  0.076
Pb1 1.75 -0.01 4.10  1.234
C7 0.10 1.61 -0.33  -0.305
C8 -1.28 1.36 0.03  -0.111
C9 -1.98 0.18 -0.43  -0.196
C10 -2.16 -1.04 0.57  -0.118
C11 -1.08 -2.05 0.51  -0.048
C12 0.09 -1.99 -0.18  -0.171
C13 0.88 -0.75 -0.54  -0.275
C14 0.96 0.51 0.35  -0.143
C15 0.66 -1.79 4.96  -0.338
H17 0.47 2.64 -0.13  0.130
H18 -1.73 1.96 0.82  0.144
H19 -1.52 -0.17 -1.37  0.075
H20 -3.00 0.50 -0.74  0.138
H21 -2.31 -0.72 1.62  0.144
H22 -3.13 -1.51 0.30  0.138
H23 -1.25 -2.90 1.17  0.138
H24 0.68 -2.91 -0.24  0.109
H25 0.38 -0.38 -1.48  -0.029
H26 1.91 -1.01 -0.87  0.123
H27 0.59 0.27 1.36  0.071
H28 2.03 0.80 0.45  0.129
H29 1.06 -2.12 5.93  0.011
H30 0.71 -2.62 4.23  -0.033
H31 -0.40 -1.50 5.09  -0.009
C16 0.51 2.93 6.85  -0.128
S1 0.40 1.21 6.38  0.436
O1 1.83 0.70 6.39  -0.495
O2 -0.51 0.54 7.28  -0.276
O3 -0.04 1.21 4.92  -0.559
H32 0.98 2.96 7.84  0.081
H33 -0.52 3.30 6.90  0.078
H34 1.10 3.49 6.13  0.073



(2)
A structure of composition C2HBr2ClO, computed with ωB97M-V/def2-TZVPD.

Properties
LUMO level (alpha / beta)   -1.9 / -1.5 eV
Net charge   0

Last column: Löwdin charge in e.
Positions of all 7 atoms, in Å:
C1 0.83 0.82 1.52  -1.008
C2 1.06 1.11 0.11  -1.245
O1 1.42 -0.07 2.00  0.023
Cl1 -0.36 1.86 2.42  0.592
Br1 2.61 0.52 -0.64  0.790
Br2 0.27 2.67 -0.75  0.608
H1 -0.30 -0.24 -0.32  0.241



(3)
A structure of composition C3H5NS2, computed with ωB97M-V/def2-TZVPD.

Properties
LUMO level   -0.1 eV
Net charge   0

Last column: Löwdin charge in e.
Positions of all 11 atoms, in Å:
C1 -1.04 0.08 0.14  -0.150
C2 0.35 0.40 -0.06  -0.286
C3 1.11 -0.74 0.12  -1.256
H1 -2.96 0.54 -0.22  0.062
H2 -1.86 1.86 -0.76  0.183
H3 -1.35 -0.92 0.34  0.085
H4 0.74 1.42 -0.38  0.110
H5 3.47 -1.07 0.66  -0.115
N1 -2.05 0.88 -0.27  0.084
S1 2.69 -0.06 0.19  0.745
S2 0.91 -2.40 0.24  0.538



Calculated relative energy (zero: lowest compared OMol25 entry of this formula, charge and spin), 204.4, 347.7, 176.4 kJ/mol (same order as the records).
Calculated F_max, 2.2, 4.4, 5.5 eV/A (same order as the records).